1.
C14H17BCoF6N6O | ωB97M-V/def2-TZVPD

Each line ends with the Löwdin charge.
Atoms and positions in Å:
H  -0.313  2.848  0.939  0.089
N  0.054  1.554  -0.704  -0.006
B  0.734  0.530  -2.906  -0.472
N  0.602  1.758  -1.961  -0.011
C  0.943  3.055  -2.102  -0.067
Co  -0.514  -0.299  -0.172  0.594
H  1.391  3.392  -3.026  0.119
C  0.608  3.722  -0.922  -0.052
H  0.746  4.765  -0.698  0.088
C  0.065  2.745  -0.066  -0.085
H  1.188  0.828  -3.971  0.116
C  -1.535  -2.272  0.576  -0.031
H  -2.114  -2.543  1.462  0.049
H  -0.498  -2.549  0.771  0.038
H  -1.893  -2.837  -0.289  0.047
N  -0.699  -0.060  -2.979  0.019
N  1.583  -0.519  -2.139  0.002
N  -1.337  -0.396  -1.781  -0.076
N  1.160  -0.901  -0.872  -0.019
C  -1.547  -0.262  -4.001  -0.048
C  2.771  -1.095  -2.402  -0.061
H  -1.225  -0.040  -5.010  0.128
H  3.258  -0.895  -3.345  0.121
C  -2.751  -0.749  -3.495  -0.049
C  3.136  -1.874  -1.299  -0.054
C  -2.590  -0.812  -2.110  -0.096
C  2.112  -1.715  -0.355  -0.084
H  -3.625  -1.022  -4.059  0.093
H  4.027  -2.462  -1.180  0.089
H  -3.291  -1.114  -1.348  0.112
H  2.012  -2.090  0.657  0.109
H  -1.733  -1.133  0.443  0.010
C  -1.367  -0.428  3.629  0.009
C  -0.100  0.096  2.978  -0.462
O  0.019  -0.034  1.639  -0.202
C  0.023  1.621  3.348  -0.491
F  0.029  1.845  4.690  0.133
F  1.124  2.209  2.816  0.141
F  -1.075  2.280  2.840  0.095
C  1.128  -0.672  3.617  -0.494
F  1.154  -0.592  4.978  0.126
F  1.029  -2.000  3.295  0.110
F  2.322  -0.239  3.151  0.145
H  -2.232  0.123  3.244  0.100
H  -1.295  -0.274  4.709  0.096
H  -1.486  -1.494  3.412  0.082

Values from the calculation:
DFT total energy: -2954.36374 Eh
HOMO level (spin up / spin down): -8.9 / -8.9 eV
Frontier orbital gap (spin up / spin down): 9.41 / 8.96 eV
Spin multiplicity: 4

=====

2.
C20H24Cl5N5O2Ti | ωB97M-V/def2-TZVPD

Each line ends with the Löwdin charge.
Atoms and positions in Å:
Ti  0.760  1.033  0.512  0.803
C  -1.740  0.942  1.973  -0.188
C  -1.134  -0.091  2.928  -0.184
N  0.156  -0.595  2.418  -0.146
C  0.301  -2.050  2.537  -0.132
C  -0.316  -2.874  1.408  -0.241
C  -0.368  -4.255  1.519  -0.026
C  -0.844  -4.986  0.441  -0.051
C  -1.207  -4.325  -0.719  -0.019
C  -1.110  -2.939  -0.758  -0.234
C  -1.313  -2.195  -2.080  -0.157
N  -1.412  -0.750  -2.059  -0.037
C  -2.606  -0.194  -1.434  -0.192
C  -2.380  0.932  -0.426  -0.151
N  -1.359  0.566  0.590  -0.144
N  -0.724  -2.245  0.310  0.143
H  -1.402  1.951  2.190  0.083
H  -2.823  0.921  2.088  0.119
H  -1.818  -0.937  3.001  0.122
H  -1.029  0.341  3.920  0.122
H  0.903  -0.136  2.923  0.004
H  -0.128  -2.405  3.478  0.122
H  1.367  -2.281  2.572  0.133
H  -0.040  -4.748  2.428  0.115
H  -0.909  -6.065  0.502  0.109
H  -1.543  -4.870  -1.594  0.117
H  -2.182  -2.615  -2.592  0.121
H  -0.438  -2.450  -2.682  0.126
H  -0.558  -0.341  -1.717  0.067
H  -3.153  -0.992  -0.914  0.119
H  -3.281  0.198  -2.202  0.116
H  -3.339  1.066  0.073  0.116
H  -2.115  1.877  -0.893  0.110
H  -1.266  -0.463  0.553  0.068
Cl  1.440  2.030  2.557  0.167
C  0.069  3.082  0.130  -0.293
C  0.423  2.414  -0.986  -0.305
C  0.304  2.969  -2.246  -0.700
Cl  0.757  2.086  -3.671  0.666
C  -0.178  4.270  -2.331  -0.695
Cl  -0.346  5.031  -3.873  0.664
C  -0.537  4.973  -1.160  -0.691
Cl  -1.145  6.583  -1.289  0.666
C  -0.410  4.368  0.091  -0.705
Cl  -0.895  5.203  1.533  0.652
N  2.999  1.650  0.110  -0.064
C  3.780  0.929  -0.916  -0.204
C  3.758  -0.579  -0.682  -0.082
C  2.380  -1.177  -0.847  -0.550
O  2.179  -2.229  -1.395  0.109
O  1.415  -0.426  -0.322  -0.199
H  2.908  2.626  -0.142  0.092
H  3.471  1.633  1.005  0.052
H  4.815  1.271  -0.926  0.117
H  3.347  1.155  -1.890  0.115
H  4.097  -0.801  0.335  0.130
H  4.420  -1.086  -1.376  0.124

Values from the calculation:
DFT total energy: -4351.31914 Eh
HOMO level: -8.1 eV
Frontier orbital gap: 8.05 eV
Spin multiplicity: 1

=====

3.
C8H17N3 | ωB97M-V/def2-TZVPD

Each line ends with the Löwdin charge.
Atoms and positions in Å:
C  -2.595  -1.793  0.396  -0.417
C  2.893  -0.888  0.282  -0.106
C  0.072  0.333  1.451  -0.078
C  -2.258  1.664  0.501  -0.063
C  -1.922  0.591  -1.678  -0.025
C  1.672  -1.225  -0.536  -0.267
C  0.688  -0.106  -0.881  -0.171
C  -0.396  0.127  0.101  -0.508
N  -3.631  -1.397  0.087  0.179
N  -1.370  -1.847  0.731  0.205
N  -1.411  0.847  -0.288  -0.180
H  3.544  -0.256  -0.356  0.085
H  2.636  -0.346  1.261  0.092
H  3.430  -1.778  0.512  0.055
H  0.679  -0.464  1.620  0.024
H  0.574  1.365  1.410  0.125
H  -0.663  0.452  2.253  0.085
H  -1.858  1.836  1.470  0.071
H  -2.237  2.630  0.042  0.097
H  -3.188  1.304  0.745  0.060
H  -1.730  -0.456  -1.828  0.064
H  -2.958  0.997  -1.719  0.102
H  -1.233  1.100  -2.381  0.091
H  1.960  -1.529  -1.548  0.109
H  1.179  -2.097  -0.135  0.084
H  0.261  -0.285  -1.877  0.102
H  1.211  0.817  -0.850  0.109
H  -0.653  -2.232  0.119  0.074

Values from the calculation:
DFT total energy: -479.05827 Eh
HOMO level (spin up / spin down): -4.8 / -9.4 eV
Frontier orbital gap (spin up / spin down): 5.71 / 7.21 eV
Spin multiplicity: 3
Energy above the lowest of the compared OMol25 structures with the same formula, charge and spin: 0.000 eV

=====

4.
C7H13NOPS | ωB97M-V/def2-TZVPD

Each line ends with the Löwdin charge.
Atoms and positions in Å:
C  1.356  -1.373  -0.248  -0.656
C  0.573  -0.294  -0.253  -0.329
C  2.663  0.786  0.295  -0.807
C  1.020  -2.754  -0.272  -0.094
C  3.822  1.650  0.771  -0.155
C  -3.487  -0.275  0.385  -0.017
C  -2.057  0.149  0.171  -0.414
N  -2.277  1.513  -0.891  0.185
O  -1.309  -0.607  -0.601  -0.087
P  1.088  1.349  -0.098  0.976
S  2.979  -0.933  0.113  1.099
H  1.414  -3.324  0.611  0.118
H  1.612  -3.190  -1.093  0.108
H  0.058  -3.047  -0.371  0.051
H  4.696  1.049  0.923  0.061
H  3.733  2.277  1.538  0.023
H  4.128  2.377  -0.070  0.120
H  -3.943  0.447  1.068  0.107
H  -4.083  -0.227  -0.469  0.062
H  -3.412  -1.225  0.806  0.083
H  -1.650  0.398  1.151  0.144
H  -2.085  2.387  -0.453  0.103
H  -3.288  1.416  -1.425  0.222
H  -1.550  1.454  -1.589  0.096

Values from the calculation:
DFT total energy: -1143.68252 Eh
Total charge: +1
HOMO level: -12.1 eV
Frontier orbital gap: 8.50 eV
Spin multiplicity: 1
Energy above the lowest of the compared OMol25 structures with the same formula, charge and spin: 1.469 eV

=====

5.
C5H10O2 | ωB97M-V/def2-TZVPD

Each line ends with the Löwdin charge.
Atoms and positions in Å:
C  -2.266  -1.482  -0.499  -0.071
O  -0.862  -1.284  -0.569  -0.122
C  -0.349  -0.380  0.287  -0.144
C  0.923  0.047  0.245  -0.276
C  1.488  0.974  1.289  -0.066
C  1.833  -0.389  -0.829  -0.227
O  3.001  -0.054  -0.881  0.037
H  -2.587  -1.701  0.528  0.093
H  -2.488  -2.342  -1.134  0.094
H  -2.806  -0.604  -0.874  0.095
H  -1.038  -0.001  1.047  0.136
H  2.094  1.754  0.817  0.081
H  0.701  1.448  1.888  0.077
H  2.149  0.421  1.969  0.087
H  1.393  -1.031  -1.615  0.126
H  -0.833  2.576  -0.926  0.053
H  -0.352  2.048  -0.743  0.026

Values from the calculation:
DFT total energy: -346.91367 Eh
HOMO level: -9.0 eV
Frontier orbital gap: 9.63 eV
Spin multiplicity: 1
SMILES: CO/C=C(/C)C=O.[H][H]
Energy above the lowest of the compared OMol25 structures with the same formula, charge and spin: 3.041 eV

=====

6.
C34H29KN4O3S2 | ωB97M-V/def2-TZVPD

Each line ends with the Löwdin charge.
Atoms and positions in Å:
K  -0.080  -1.272  -0.294  0.731
C  -3.922  -0.443  0.727  -0.011
C  -3.883  -0.970  -0.700  -0.548
C  -4.936  -0.287  -1.566  -0.030
O  -4.144  -2.367  -0.673  -0.038
C  -2.489  -0.719  -1.326  -0.700
O  -1.873  -1.732  -1.730  -0.156
O  -2.079  0.471  -1.347  -0.068
H  -4.898  -0.664  1.171  0.081
H  -3.755  0.634  0.754  0.068
H  -3.158  -0.930  1.338  0.091
H  -5.930  -0.491  -1.157  0.076
H  -4.898  -0.671  -2.587  0.085
H  -4.777  0.793  -1.598  0.078
H  -3.366  -2.750  -1.123  0.082
S  4.005  -0.103  2.368  1.060
C  4.117  0.867  0.946  -0.485
C  5.135  1.708  0.505  -0.111
C  4.963  2.399  -0.683  -0.122
C  3.785  2.248  -1.427  -0.109
C  2.776  1.410  -0.990  -0.010
C  2.942  0.712  0.208  -0.305
N  1.990  -0.138  0.746  0.013
C  2.382  -0.637  1.876  -0.503
C  1.584  -1.523  2.784  -0.309
C  2.228  -1.991  3.941  -0.117
C  1.538  -2.754  4.863  -0.138
C  0.198  -3.045  4.603  -0.141
C  -0.399  -2.579  3.442  -0.173
C  0.233  -1.785  2.449  -0.119
H  6.049  1.824  1.075  0.095
H  5.745  3.056  -1.042  0.087
H  3.668  2.785  -2.361  0.090
H  1.866  1.281  -1.563  0.115
H  3.277  -1.783  4.138  0.058
H  2.033  -3.126  5.753  0.078
H  -0.367  -3.649  5.309  0.077
H  -1.443  -2.862  3.295  0.063
S  2.519  -3.885  -0.463  0.377
C  2.614  -4.679  -2.015  -0.802
C  3.387  -4.184  -3.091  -0.161
C  3.468  -4.824  -4.318  -0.148
C  2.777  -6.010  -4.559  -0.164
C  1.997  -6.522  -3.524  -0.147
C  1.919  -5.877  -2.298  -0.161
H  3.932  -3.260  -2.926  0.078
H  4.078  -4.386  -5.102  0.079
H  2.835  -6.510  -5.519  0.069
H  1.433  -7.437  -3.674  0.079
H  1.301  -6.289  -1.508  0.078
C  -0.949  2.621  3.779  -0.063
C  -0.215  1.716  3.022  -0.121
N  -0.445  1.491  1.733  0.120
C  -1.426  2.172  1.145  -0.103
C  -2.180  3.142  1.800  -0.217
C  -1.950  3.345  3.152  -0.046
C  -3.252  3.883  1.085  -0.047
C  -3.286  4.371  -0.151  -0.031
C  -2.234  4.471  -1.217  -0.261
C  -0.865  4.453  -1.001  0.000
C  -0.049  4.605  -2.106  -0.124
N  -0.530  4.773  -3.337  0.067
C  -1.852  4.789  -3.433  -0.215
N  -2.731  4.661  -2.440  0.117
H  -0.739  2.747  4.834  0.094
H  0.578  1.120  3.464  0.105
H  -1.651  1.896  0.118  0.092
H  -2.549  4.058  3.709  0.106
H  -4.167  4.020  1.658  0.106
H  -4.221  4.796  -0.498  0.096
H  -0.429  4.316  -0.024  0.111
H  1.029  4.581  -1.991  0.104
H  -2.267  4.920  -4.426  0.098

Values from the calculation:
DFT total energy: -3154.15628 Eh
Total charge: -2
HOMO level: -1.0 eV
Frontier orbital gap: 4.78 eV
Spin multiplicity: 1